No. 1
Molecular formula: C40H75N5O16S2Si
Method: DFT, ωB97M-V/def2-TZVPD

CARTESIAN COORDINATES (ANGSTROEM)
C1 -4.1442 -1.1759 -10.2103
C2 -2.8366 -0.5301 -9.7790
N1 -2.6274 -0.6155 -8.3270
C3 -1.7151 0.4213 -7.8009
C4 -0.2499 0.1911 -8.1389
C5 -2.3947 -1.8808 -7.8268
S1 -1.8740 -3.1783 -8.6656
S2 -2.8211 -1.9205 -6.1026
C6 -1.5663 -3.0213 -5.4121
C7 -2.0053 -3.5549 -4.0527
C8 -2.2511 -2.4896 -2.9733
Si1 -0.7492 -1.4937 -2.4181
C9 -0.5088 -0.1006 -3.6686
N2 0.7426 0.6804 -3.4835
C10 0.7394 -2.6169 -2.1922
C11 2.1279 -2.0560 -2.5363
C12 3.2552 -3.0850 -2.3239
C13 3.7653 -3.7457 -3.6026
N3 4.0673 -2.7798 -4.6680
C14 5.0606 -1.8275 -4.2635
N4 6.1944 -2.2001 -3.8470
N5 4.6642 -0.4996 -4.4078
O1 -1.2281 -0.8374 -0.9701
C15 -0.2336 -0.3002 -0.0927
C16 -0.5064 1.1574 0.2915
C17 -1.0680 2.0082 -0.8451
C18 0.7371 1.7666 0.9667
C19 1.9798 1.8096 0.0744
C20 0.4442 3.1924 1.4735
H1 -4.1032 -2.2623 -10.1753
H2 -4.9549 -0.8177 -9.5738
H3 -4.3789 -0.8681 -11.2308
H4 -2.8881 0.5367 -10.0067
H5 -1.9860 -0.9391 -10.3343
H6 -1.8449 0.4506 -6.7199
H7 -2.0663 1.3792 -8.1886
H8 -0.0753 0.1535 -9.2157
H9 0.3375 1.0225 -7.7421
H10 0.1222 -0.7333 -7.6922
H11 -0.6060 -2.5014 -5.3538
H12 -1.4517 -3.8505 -6.1084
H13 -1.2577 -4.2817 -3.7245
H14 -2.9308 -4.1192 -4.2086
H15 -2.6417 -2.9971 -2.0846
H16 -3.0014 -1.7686 -3.3196
H17 -0.6354 -0.4513 -4.7011
H18 -1.3520 0.5764 -3.4936
H19 0.5897 1.6305 -3.8071
H20 1.4589 0.3097 -4.0979
H21 0.5992 -3.5521 -2.7466
H22 0.7440 -2.8993 -1.1302
H23 2.3381 -1.1698 -1.9336
H24 2.1498 -1.7238 -3.5769
H25 2.8526 -3.8811 -1.6899
H26 4.0911 -2.6416 -1.7792
H27 4.6681 -4.3157 -3.3527
H28 3.0329 -4.4658 -3.9779
H29 4.4146 -3.2771 -5.4803
H30 6.7358 -1.3763 -3.5931
H31 4.8469 0.0680 -3.5869
H32 3.6806 -0.4558 -4.6375
H33 -0.2633 -0.8878 0.8322
H34 0.7666 -0.3926 -0.5244
H35 -1.2806 1.1345 1.0708
H36 -1.4870 2.9304 -0.4370
H37 -1.8804 1.4825 -1.3459
H38 -0.3020 2.2934 -1.5682
H39 0.9678 1.1531 1.8439
H40 2.4342 0.8230 -0.0463
H41 1.7491 2.1706 -0.9307
H42 2.7476 2.4436 0.5215
H43 1.1343 3.4078 2.2920
H44 0.6960 3.8909 0.6704
H45 -0.5877 3.3353 1.7981
C21 11.6167 0.7971 -3.1691
C22 10.2482 0.3101 -3.5657
C23 9.5823 1.0746 -4.6937
O2 8.1928 0.9258 -4.3814
C24 8.0867 0.7542 -3.0443
O3 7.0630 0.7973 -2.4373
O4 9.2972 0.5138 -2.5003
H46 12.2700 0.8221 -4.0421
H47 11.5515 1.7988 -2.7439
H48 12.0637 0.1413 -2.4240
H49 10.2603 -0.7605 -3.7866
H50 9.7820 0.6737 -5.6831
H51 9.8341 2.1379 -4.6651
C25 -3.5706 -2.2655 1.0684
C26 -4.8038 -2.7852 0.3816
C27 -5.3424 -1.9031 -0.7280
O5 -6.7444 -2.1934 -0.6963
C28 -7.0596 -2.5825 0.5637
O6 -8.1660 -2.6973 0.9800
O7 -5.9343 -2.8187 1.2761
H52 -2.7973 -2.0531 0.3286
H53 -3.7977 -1.3482 1.6135
H54 -3.1834 -2.9901 1.7842
H55 -4.6502 -3.8053 0.0167
H56 -4.9398 -2.1284 -1.7112
H57 -5.1975 -0.8430 -0.5030
C29 -1.2462 1.3743 7.1649
C30 -0.6509 1.5182 5.7937
C31 -0.1685 0.2268 5.1680
O8 0.8972 0.6823 4.3177
C32 1.3963 1.8211 4.8562
O9 2.4086 2.3478 4.5216
O10 0.5730 2.2819 5.8241
H58 -2.0423 0.6340 7.1431
H59 -0.4828 1.0595 7.8784
H60 -1.6619 2.3192 7.5155
H61 -1.3386 2.0366 5.1193
H62 -0.9212 -0.2861 4.5766
H63 0.2412 -0.4602 5.9110
C33 -1.6345 6.4568 7.7556
C34 -2.6746 6.0133 8.7506
C35 -2.3129 6.2172 10.2095
O11 -3.0192 5.1487 10.8532
C36 -3.1619 4.1478 9.9547
O12 -3.5087 3.0404 10.2176
O13 -2.8482 4.5827 8.7147
H64 -1.3707 7.5000 7.9332
H65 -0.7381 5.8427 7.8461
H66 -2.0045 6.3654 6.7359
H67 -3.6468 6.4621 8.5296
H68 -2.6325 7.1707 10.6196
H69 -1.2426 6.0787 10.3814
C37 -4.8560 -0.5370 10.7514
C38 -3.9584 -1.5460 10.0849
C39 -2.4881 -1.4391 10.4410
O14 -1.8471 -1.9142 9.2476
C40 -2.6834 -1.6737 8.2131
O15 -2.3727 -1.7306 7.0638
O16 -3.9071 -1.3325 8.6582
H70 -4.7259 -0.5836 11.8334
H71 -4.6134 0.4699 10.4090
H72 -5.9018 -0.7343 10.5218
H73 -4.3181 -2.5663 10.2434
H74 -2.1879 -2.0481 11.2888
H75 -2.1908 -0.4000 10.6032

Cartesian forces (eV/Å) of the 3 atoms listed first:
-0.020 0.174 -0.059
-0.040 0.250 -0.094
0.307 -0.400 -0.540

Values from the calculation:
SMILES: [H]/N=C(\N)NCCCC[Si@@](CN)(CCCSC(=S)N(CC)CC)OC[C@H](C)C(C)C.C[C@@H]1COC(=O)O1.C[C@@H]1COC(=O)O1.C[C@@H]1COC(=O)O1.C[C@@H]1COC(=O)O1.C[C@@H]1COC(=O)O1
E_HOMO: -0.312 hartree
E_LUMO: 0.189 eV
Energy above the lowest of the compared OMol25 structures with the same formula, charge and spin: 0.0 kJ/mol
Electronic energy: -4132.78758 Eh

---

No. 2
Molecular formula: C40H76BF6HgN4O12P
Method: DFT, ωB97M-V/def2-TZVPD

CARTESIAN COORDINATES (ANGSTROEM)
Hg1 -2.6919 -0.8564 -2.1385
O1 -3.8701 7.7738 -3.3463
C1 -4.0552 6.5852 -3.6355
O2 -3.1894 5.6598 -3.3860
B1 -3.6597 4.4310 -4.1029
O3 -4.8646 4.7921 -4.8334
C2 -5.1568 6.0675 -4.5565
O4 -6.0322 6.7081 -5.0722
O5 -3.9316 3.3061 -3.2565
C3 -3.0578 2.3908 -3.5750
O6 -2.9075 1.3271 -2.8896
C4 -2.1729 2.8563 -4.7242
O7 -2.6520 3.9875 -5.0489
O8 -1.1326 2.3414 -5.1771
P1 -0.0052 1.0793 -0.4363
F1 -0.7785 0.8436 1.0824
F2 0.7833 -0.3408 -0.3427
F3 -1.2455 0.1472 -0.8642
F4 0.2871 1.6484 -1.9073
F5 -0.9502 2.4342 -0.3070
F6 1.1255 1.9570 0.2815
C5 2.3716 4.6083 -2.8209
C6 2.4811 4.1563 -4.3171
C7 3.7837 4.7131 -5.0002
C8 4.9728 3.8475 -4.8886
C9 4.9340 2.8911 -3.6740
C10 3.7334 1.9157 -3.8550
N1 2.5848 2.6687 -4.3412
O9 1.3974 2.0079 -4.1735
C11 4.0868 0.8019 -4.8839
C12 3.5388 1.2879 -2.4020
C13 1.3362 4.6634 -5.2054
H1 1.8800 3.7991 -2.2810
H2 1.9377 5.6034 -2.7226
H3 3.2943 4.7349 -2.2546
H4 3.5842 4.9992 -6.0329
H5 4.1228 5.6263 -4.5111
H6 5.9220 4.3469 -5.0827
H7 4.8740 3.3704 -5.8636
H8 4.9884 3.4226 -2.7239
H9 5.8636 2.3222 -3.6869
H10 3.4609 -0.0863 -4.7983
H11 3.9651 1.2523 -5.8691
H12 5.1519 0.5850 -4.8025
H13 3.0777 1.8611 -1.5977
H14 2.9860 0.3490 -2.4331
H15 4.4718 0.9631 -1.9412
H16 0.4449 4.3882 -4.6415
H17 1.2324 4.2796 -6.2204
H18 1.2497 5.7484 -5.2618
H19 1.3473 2.0695 -3.2167
C14 -3.4684 -5.2032 -0.5426
C15 -3.9572 -3.9990 -1.2849
C16 -5.4423 -4.1299 -1.3047
C17 -6.1513 -3.8928 0.0156
C18 -5.7733 -2.3571 0.4377
C19 -4.2266 -2.1682 0.5707
N2 -3.5591 -2.6466 -0.6705
O10 -2.1795 -2.5900 -0.5091
C20 -4.1113 -0.5950 0.7257
C21 -3.8094 -2.7297 1.8977
C22 -3.3210 -3.9338 -2.6850
H20 -3.8836 -5.3444 0.4553
H21 -2.4079 -5.1546 -0.2954
H22 -3.6473 -6.1910 -0.9672
H23 -5.6640 -3.3681 -2.0522
H24 -5.7493 -5.0423 -1.8160
H25 -5.8275 -4.6037 0.7758
H26 -7.2073 -4.0918 -0.1666
H27 -6.3554 -2.1772 1.3415
H28 -6.2002 -1.6038 -0.2243
H29 -4.7654 -0.2025 1.5043
H30 -3.0906 -0.2683 0.9245
H31 -4.3390 -0.0688 -0.2014
H32 -2.8170 -2.2863 1.9794
H33 -4.3902 -2.6822 2.8189
H34 -3.7712 -3.8178 1.9492
H35 -3.4539 -4.7973 -3.3368
H36 -2.2352 -3.9805 -2.6021
H37 -3.7216 -3.0448 -3.1721
H38 -2.0122 -3.1341 0.2640
C23 0.7828 3.7249 6.0700
C24 0.3194 2.4544 6.8421
C25 -1.2732 2.5384 6.7055
C26 -1.8095 2.1162 5.2338
C27 -1.2007 0.7125 4.9719
C28 0.4010 0.6205 5.1258
N3 0.8104 1.1068 6.4165
O11 2.2425 1.2318 6.6176
C29 0.6905 -0.8661 5.1831
C30 1.0652 1.0708 3.8368
C31 0.7235 2.6879 8.4094
H39 0.6253 3.6334 4.9953
H40 1.8597 3.8839 6.0129
H41 0.3546 4.6538 6.4466
H42 -1.6528 1.8618 7.4712
H43 -1.6077 3.5194 7.0428
H44 -1.5229 2.8791 4.5099
H45 -2.8935 2.1433 5.3448
H46 -1.4109 0.5603 3.9132
H47 -1.8592 0.0267 5.5051
H48 1.7309 -1.1733 5.2899
H49 0.0103 -1.3795 5.8626
H50 0.3990 -1.4370 4.3015
H51 2.1042 0.7743 3.9805
H52 0.8201 0.5811 2.8944
H53 1.0130 2.1567 3.7583
H54 1.8110 2.6183 8.3874
H55 0.3745 1.8058 8.9463
H56 0.4128 3.6970 8.6801
H57 2.3357 0.5327 7.2690
C32 0.4912 -5.1714 -0.9774
C33 1.8448 -4.6462 -0.4397
C34 2.5706 -3.7688 -1.4717
C35 3.8103 -3.0041 -0.9835
C36 3.5106 -2.2339 0.2673
C37 2.6216 -3.0064 1.3122
N4 1.5214 -3.6393 0.6677
O12 0.3131 -2.8240 0.5327
C38 3.5160 -3.9167 2.1453
C39 2.2033 -1.9505 2.3782
C40 2.6148 -5.9034 -0.0320
H58 0.0032 -4.3676 -1.5287
H59 -0.3031 -5.3421 -0.2508
H60 0.6468 -5.8981 -1.7747
H61 2.9428 -4.4031 -2.2762
H62 1.9256 -3.0045 -1.9053
H63 4.1784 -2.2962 -1.7262
H64 4.5396 -3.7778 -0.7437
H65 2.9779 -1.3179 0.0118
H66 4.5118 -2.0934 0.6745
H67 4.0133 -3.5068 3.0244
H68 2.9680 -4.6113 2.7821
H69 4.3368 -4.3985 1.6142
H70 2.9165 -1.2355 2.7883
H71 1.3540 -1.3406 2.0703
H72 1.8693 -2.4528 3.2861
H73 2.5127 -6.6615 -0.8085
H74 2.1949 -6.3996 0.8430
H75 3.6789 -5.8037 0.1818
H76 0.6788 -1.9917 0.2243

Cartesian forces (eV/Å) of the 3 atoms listed first:
-1.202 0.796 -0.214
-1.027 -2.713 -0.463
0.650 4.976 0.386

Values from the calculation:
E_HOMO: -0.267 hartree
E_LUMO: -4.610 eV
Energy above the lowest of the compared OMol25 structures with the same formula, charge and spin: 588.6 kJ/mol
Electronic energy: -3810.32609 Eh